No. 1
Density functional theory data (ωB97M-V/def2-TZVPD) for a cluster of 10 separate species, C20H68N6O10P2 in total in a non-equilibrium geometry.

As for the SMILES: CN(C)P(=O)(N(C)C)N(C)C.CN(C)P(=O)(N(C)C)N(C)C.CO.CO.CO.CO.CO.CO.CO.CO. For the total energy, the calculation gives -2566.3704 a.u. The LUMO energy is 0.457 eV. The value obtained for the frontier orbital gap is 8.86 eV.

Geometry as XYZ:
```
106
Properties=species:S:1:pos:R:3:lowdin_charge:R:1
P 16.223 12.463 16.752 0.58
P 14.094 9.842 8.768 0.51
O 16.974 12.890 17.978 -0.30
O 9.187 17.245 13.497 -0.17
O 12.060 13.315 11.158 -0.15
O 13.776 11.316 12.374 -0.17
O 9.991 11.626 9.907 -0.14
O 8.034 13.178 10.499 -0.14
O 13.252 10.198 9.942 -0.28
O 10.609 16.074 8.734 -0.13
O 8.502 11.846 13.440 -0.15
O 10.018 14.695 14.842 -0.12
N 15.634 9.710 9.300 -0.30
N 13.709 8.404 8.076 -0.32
N 15.137 11.206 17.028 -0.30
N 13.906 10.992 7.580 -0.28
N 15.321 13.772 16.144 -0.30
N 17.137 11.721 15.563 -0.33
C 13.781 11.400 17.384 -0.10
C 11.295 13.980 12.131 -0.15
C 16.594 11.074 14.402 -0.14
C 15.786 15.101 16.511 -0.13
C 15.661 9.921 16.815 -0.16
C 18.537 11.878 15.457 -0.13
C 8.819 14.557 15.554 -0.17
C 16.657 8.924 8.683 -0.13
C 7.760 14.401 9.819 -0.14
C 15.067 11.311 6.693 -0.07
C 12.719 8.334 7.024 -0.10
C 13.753 7.299 8.977 -0.12
C 11.833 16.767 8.624 -0.16
C 14.978 13.688 14.728 -0.10
C 16.237 10.816 9.998 -0.10
C 7.344 11.063 13.052 -0.14
C 13.106 10.556 13.405 -0.13
C 12.642 11.817 7.576 -0.04
C 9.961 10.341 10.524 -0.11
C 9.512 17.180 12.108 -0.14
H 16.739 9.809 16.796 0.09
H 10.786 12.120 10.092 0.04
H 7.345 14.293 8.787 0.08
H 17.473 9.529 8.297 0.08
H 6.587 11.751 12.642 0.08
H 15.542 10.855 14.544 0.04
H 15.011 11.030 5.629 0.08
H 15.339 9.398 15.910 0.07
H 6.909 10.519 13.862 0.07
H 8.973 17.922 11.542 0.07
H 17.047 8.214 9.447 0.10
H 13.561 10.770 18.237 0.08
H 12.188 16.967 7.613 0.08
H 19.050 10.973 15.177 0.08
H 13.100 11.203 16.590 0.06
H 8.641 15.006 9.669 0.04
H 11.996 10.372 13.328 0.10
H 14.276 14.464 14.511 0.08
H 17.128 10.160 14.167 0.09
H 14.455 12.788 14.555 0.04
H 15.942 10.978 7.219 0.04
H 11.812 17.620 9.269 0.06
H 11.677 8.179 7.405 0.10
H 9.100 9.802 10.048 0.10
H 13.687 9.622 13.597 0.09
H 12.269 11.851 8.577 0.04
H 11.618 15.018 12.287 0.07
H 10.887 9.757 10.273 0.07
H 15.192 12.413 6.644 0.08
H 16.095 15.259 17.569 0.09
H 8.858 14.878 16.612 0.08
H 15.381 9.276 17.631 0.08
H 12.555 16.136 9.089 0.07
H 9.533 18.055 13.980 0.12
H 12.895 12.792 7.235 0.07
H 7.967 15.060 15.107 0.08
H 9.967 16.396 8.075 0.09
H 12.887 7.391 9.679 0.10
H 15.906 13.752 14.157 0.09
H 16.217 8.301 7.934 0.07
H 11.506 13.488 13.149 0.10
H 8.558 12.464 12.669 0.05
H 12.631 12.649 11.637 0.06
H 18.970 12.226 16.403 0.09
H 18.812 12.498 14.631 0.07
H 10.236 13.830 12.025 0.05
H 9.230 16.149 11.854 0.07
H 13.675 12.464 17.740 0.11
H 16.898 11.480 9.440 0.09
H 13.008 7.412 6.413 0.10
H 7.000 14.893 10.391 0.07
H 8.701 12.632 10.073 0.01
H 8.665 13.506 15.615 0.05
H 9.788 10.406 11.559 0.04
H 15.464 11.436 10.406 0.07
H 16.757 10.466 10.860 0.08
H 16.646 15.385 15.981 0.05
H 10.103 15.616 14.583 0.04
H 12.669 9.181 6.326 0.07
H 13.663 6.430 8.392 0.07
H 14.907 15.775 16.276 0.10
H 11.926 11.235 6.974 0.08
H 13.091 11.052 14.339 0.02
H 7.586 10.391 12.242 0.05
H 13.665 10.879 11.497 0.02
H 10.602 17.346 12.043 0.08
H 16.796 11.707 13.524 0.09
H 14.674 7.146 9.541 0.08
```


No. 2
Density functional theory data (ωB97M-V/def2-TZVPD) for a cluster of 14 separate species, C20H73N5O14 in total in a non-equilibrium geometry.

For the total energy, the calculation gives -2132.8571 a.u. The LUMO energy is 0.365 eV. The value obtained for the frontier orbital gap is 9.41 eV. The value obtained for the energy above the lowest of the compared OMol25 structures with the same formula, charge and spin is 0.0 kcal/mol.

Geometry as XYZ:
```
112
Properties=species:S:1:pos:R:3:lowdin_charge:R:1
O 3.987 -2.644 -2.110 -0.07
O 1.587 -1.045 -3.523 -0.12
O 0.612 0.302 5.741 -0.19
O -1.068 -4.552 4.419 -0.04
O -4.317 4.035 1.261 -0.18
O -1.004 -4.310 0.449 -0.22
O 4.047 2.654 -0.519 -0.22
O -3.852 -0.388 -4.699 -0.10
O -3.454 -0.040 1.717 -0.07
O 3.829 -0.795 0.552 -0.07
O -0.640 0.461 -4.645 -0.02
O -0.483 -2.079 2.173 -0.05
O -1.868 -1.148 -0.554 -0.25
O -5.622 0.665 -2.990 -0.12
N 1.521 -4.644 -2.299 0.05
N 3.505 1.146 -2.766 0.07
N -5.232 2.211 -0.796 0.06
N 0.481 2.677 4.035 0.05
N 0.886 -0.265 -0.144 0.08
C 0.257 0.180 4.387 -0.21
C 2.411 1.245 3.822 -0.06
C -1.301 0.037 -1.215 -0.16
C 0.438 -0.877 6.427 -0.14
C -0.364 -4.363 -0.844 -0.17
C 1.164 -4.718 -0.877 -0.41
C -4.164 3.207 -0.969 -0.42
C -3.460 3.446 0.283 -0.26
C -4.668 4.649 -1.407 -0.03
C -0.232 0.633 -0.344 -0.41
C 0.262 1.947 -1.038 -0.02
C 4.823 1.074 -2.174 -0.45
C -3.649 4.191 2.498 -0.09
C 5.196 2.309 -1.375 -0.15
C 0.934 1.311 3.653 -0.43
C -2.896 -1.704 -1.387 -0.07
C 4.260 3.586 0.500 -0.13
C 1.988 -3.755 -0.042 -0.04
C 5.857 0.806 -3.238 -0.07
C -0.846 -5.537 1.107 -0.11
H -3.423 2.927 -1.734 0.13
H -3.164 2.437 0.688 0.12
H -6.022 2.798 -0.523 0.10
H -2.093 0.783 -1.338 0.12
H -1.598 0.357 -4.596 0.03
H 6.073 2.065 -0.721 0.14
H -2.826 -0.469 1.101 0.00
H 2.836 0.361 3.459 0.06
H -5.453 5.022 -0.748 0.07
H 1.102 2.386 -0.554 0.06
H 4.632 -2.356 -2.771 0.04
H -4.555 0.146 -4.236 -0.01
H -2.961 -2.723 -1.044 0.08
H -6.433 0.917 -3.419 0.03
H -5.452 1.341 -2.216 0.03
H -0.479 -3.306 -1.215 0.12
H 0.520 1.719 -2.067 0.06
H 2.946 -0.427 0.435 -0.01
H -2.779 4.784 2.349 0.08
H 0.571 -0.799 4.017 0.10
H 2.831 1.493 -2.127 0.04
H 3.487 1.644 -3.651 0.09
H 3.565 -3.432 -2.476 0.02
H -1.366 -5.541 2.054 0.07
H 1.882 -3.924 1.023 0.08
H -4.256 -0.831 -5.469 0.04
H 5.406 3.145 -2.075 0.13
H 0.692 1.239 2.591 0.12
H 1.631 -2.777 -0.307 0.05
H 0.433 2.685 5.041 0.06
H 0.983 -0.467 -4.083 0.02
H -0.830 0.320 4.323 0.13
H 1.000 -3.928 -2.754 0.06
H -5.203 4.498 -2.361 0.08
H -0.489 2.807 3.771 0.05
H 3.269 3.890 0.840 0.08
H -0.904 -0.301 -2.199 0.12
H 4.927 3.271 1.320 0.09
H -3.913 -0.746 2.208 0.06
H -0.899 -3.737 3.913 0.02
H 2.399 -0.503 -3.451 -0.01
H 0.444 -1.058 0.275 0.03
H 1.394 -5.492 -2.802 0.07
H 0.247 -5.777 1.224 0.10
H 4.830 0.230 -1.457 0.12
H -0.592 -1.230 6.517 0.09
H -0.412 -2.875 1.644 0.00
H -4.330 4.810 3.107 0.10
H 4.772 4.486 0.085 0.09
H -2.576 -1.664 -2.429 0.09
H -2.538 3.995 0.139 0.12
H -0.573 0.804 0.696 0.13
H -3.826 -1.200 -1.234 0.08
H 1.070 -1.711 5.989 0.11
H 3.886 -1.276 -0.277 -0.02
H -1.329 -1.742 1.803 0.04
H -1.295 -6.352 0.524 0.09
H -0.886 -5.032 -1.564 0.13
H 5.672 -0.086 -3.828 0.07
H 5.989 1.596 -3.939 0.06
H -4.930 1.732 0.078 0.10
H 2.675 1.312 4.885 0.09
H 3.071 -3.877 -0.291 0.09
H 0.726 -0.724 7.444 0.07
H 1.093 -0.599 -1.071 0.06
H -0.508 2.718 -1.129 0.07
H -0.283 -4.693 4.890 0.00
H -0.494 1.355 -4.794 0.01
H 1.279 -5.729 -0.556 0.12
H 6.877 0.673 -2.839 0.09
H -3.879 5.393 -1.399 0.08
H 2.833 2.073 3.229 0.08
H -3.422 3.261 3.006 0.09
```


> Which of these has the lowest LUMO energy?

C20H73N5O14